Record 1
# C5H8

C5H8 in the gas phase (wB97M-V/def2-TZVPD, the OMol25 dataset).

As for the electronic energy: -195.2243 hartree. The relative energy (zero: lowest compared OMol25 entry of this formula, charge and spin) comes out at 177.86 kJ/mol. Its HOMO energy is -0.3510 Ha. The structure (SMILES) is C=CC1CC1. For the lowest unoccupied orbital energy, the calculation gives 1.29 eV.

Geometry as XYZ:
```
13
C5H8 (wB97M-V/def2-TZVPD)
C 1.054 -1.056 -1.296
C 0.974 0.174 -0.770
C 0.328 0.398 0.553
C -1.003 1.092 0.583
C -0.927 -0.428 0.859
H 0.763 -2.046 -0.773
H 1.377 -1.092 -2.356
H 1.383 1.057 -1.399
H 0.922 0.506 1.429
H -1.332 1.725 -0.327
H -1.307 1.521 1.573
H -1.074 -0.674 1.858
H -1.157 -1.178 0.065
```


Record 2
# C5H8

C5H8 in the gas phase (wB97M-V/def2-TZVPD, the OMol25 dataset).

As for the electronic energy: -195.1313 hartree. The relative energy (zero: lowest compared OMol25 entry of this formula, charge and spin) comes out at 421.98 kJ/mol. Its HOMO energy (alpha / beta) is -0.2913 / -0.2911 Ha. For the lowest unoccupied orbital energy (alpha / beta), the calculation gives -0.80 / -0.80 eV.

Geometry as XYZ:
```
13
C5H8 (wB97M-V/def2-TZVPD)
C -0.168 1.936 -0.217
C -0.315 0.643 0.477
C -0.429 -1.671 0.017
C 0.465 -0.464 0.268
C 1.872 -0.326 0.130
H 0.878 2.230 -0.311
H -0.526 1.697 -1.237
H -0.818 2.716 0.180
H -1.279 0.461 0.967
H -0.872 -2.115 0.914
H 0.146 -2.412 -0.541
H -1.251 -1.347 -0.640
H 2.298 -1.349 -0.007
```


Record 3
# C5H8AgBBr4F4O3

A molecular structure, C5H8AgBBr4F4O3 (wB97M-V/def2-TZVPD, the OMol25 dataset).

As for the net charge: -2. As for the electronic energy: -11288.6130 hartree. The relative energy (zero: lowest compared OMol25 entry of this formula, charge and spin) comes out at 99.20 kJ/mol. Its HOMO energy is 0.0174 Ha. For the lowest unoccupied orbital energy, the calculation gives 3.48 eV.

Geometry as XYZ:
```
26
C5H8AgBBr4F4O3 (wB97M-V/def2-TZVPD)
Ag 0.302 -1.777 0.286
C 2.834 -2.288 -0.725
O 1.778 -2.551 -1.425
O 2.756 -2.370 0.572
O 3.994 -2.137 -1.243
B -0.700 -4.456 1.239
F -0.857 -3.337 2.046
F -1.695 -5.378 1.582
F -0.790 -4.108 -0.133
F 0.572 -5.021 1.456
Br -2.443 -0.755 0.221
C -3.341 1.016 0.258
C -2.390 2.138 0.691
Br -3.440 3.711 1.239
H -4.207 1.052 0.922
H -3.933 1.080 -0.656
H -1.599 2.479 0.028
H -1.885 1.730 1.565
Br 0.862 3.699 -2.716
C 1.689 3.417 -0.920
C 2.285 2.022 -0.872
Br 0.925 0.594 -0.855
H 0.899 3.484 -0.177
H 2.497 4.120 -0.729
H 2.886 1.814 0.015
H 3.002 1.822 -1.667
```


Record 4
# C5H8BBrO2

C5H8BBrO2 in the gas phase (wB97M-V/def2-TZVPD, the OMol25 dataset).

As for the electronic energy: -2944.5754 hartree. The spin multiplicity is 3. Its expectation value of S² is 2.01. The relative energy (zero: lowest compared OMol25 entry of this formula, charge and spin) comes out at 0.00 kJ/mol. Its HOMO energy (alpha / beta) is -0.1930 / -0.3698 Ha. For the lowest unoccupied orbital energy (alpha / beta), the calculation gives 0.37 / -1.85 eV.

Geometry as XYZ:
```
17
C5H8BBrO2 (wB97M-V/def2-TZVPD)
B -1.185 1.164 -1.745
C -0.277 0.719 -0.629
C 0.291 1.433 0.395
C 0.201 -0.916 -0.130
C 0.976 0.685 1.537
C 1.151 -0.773 1.111
O -0.717 2.111 -2.566
O -2.370 0.481 -1.822
Br -0.006 3.308 0.757
H -0.776 -1.380 0.125
H 0.483 -1.262 -0.991
H 1.914 1.167 1.793
H 0.321 0.703 2.352
H 0.845 -1.351 1.978
H 2.164 -0.976 0.830
H -1.294 2.507 -3.226
H -2.989 0.656 -2.455
```